Entry 1:
# C3H2FO3Sm

A molecular structure, C3H2FO3Sm in a non-equilibrium geometry (the ωB97M-V functional and the def2-TZVPD basis, the Open Molecules 2025 dataset).

Output
Maximum force in eV/A: 4.21
Gap between HOMO and LUMO (spin up / spin down) in eV: 3.47 / 9.14
2S+1: 6
Charge: +4
Calculated total energy in eV: -29849.3401
E_HOMO (spin up / spin down) in eV: -28.67 / -29.52

Structure (XYZ):
```
10
Properties=species:S:1:pos:R:3:lowdin_charge:R:1
C 0.854 -0.892 0.455 -0.14
C 0.051 -0.137 1.445 0.13
O -0.764 0.636 0.605 0.27
C -0.438 0.474 -0.649 -0.38
O 0.552 -0.519 -0.741 0.35
O -0.939 0.966 -1.605 0.11
Sm -1.488 1.619 -4.117 2.68
F 1.943 -1.455 0.661 0.45
H 0.645 0.465 2.152 0.24
H -0.416 -1.157 1.794 0.28
```

---

Entry 2:
# C3H2FO4Pm

A molecular structure, C3H2FO4Pm in a non-equilibrium geometry (the ωB97M-V functional and the def2-TZVPD basis, the Open Molecules 2025 dataset).

Output
Maximum force in eV/A: 5.21
Gap between HOMO and LUMO (spin up / spin down) in eV: 5.83 / 9.69
2S+1: 6
Charge: +3
Calculated total energy in eV: -30569.6906
E_HOMO (spin up / spin down) in eV: -20.86 / -24.72

Structure (XYZ):
```
11
Properties=species:S:1:pos:R:3:lowdin_charge:R:1
C 3.396 0.581 2.402 0.24
O 4.062 0.563 3.335 0.31
H 2.315 -1.241 2.454 0.12
C 3.654 -0.555 0.578 0.02
O 2.552 -1.222 0.046 0.22
C 1.614 -1.815 0.749 -0.55
O 1.635 -1.812 2.038 0.26
O 0.785 -2.474 0.126 -0.03
Pm -1.243 -4.044 0.088 1.96
F 4.644 -1.430 0.713 0.25
H 3.955 0.276 -0.072 0.21
```

---

Entry 3:
# C3H2FeO3

A molecular structure, C3H2FeO3 in a non-equilibrium geometry (the ωB97M-V functional and the def2-TZVPD basis, the Open Molecules 2025 dataset).

Output
Maximum force in eV/A: 6.60
Gap between HOMO and LUMO (spin up / spin down) in eV: 10.54 / 8.91
Relative energy (zero: lowest compared OMol25 entry of this formula, charge and spin) in kJ/mol: 44.7
2S+1: 6
Charge: +3
Calculated total energy in eV: -43631.3034
E_HOMO (spin up / spin down) in eV: -26.12 / -26.78

Structure (XYZ):
```
9
Properties=species:S:1:pos:R:3:lowdin_charge:R:1
C 0.292 0.152 -0.824 -0.03
C -0.112 0.585 0.397 0.27
O 0.499 -0.153 1.517 0.31
C -0.211 -0.962 2.051 -0.07
O -0.728 -1.829 2.578 0.52
O -0.048 0.751 -1.907 -0.06
H 0.887 -0.772 -0.876 0.20
H -0.628 1.489 0.706 0.21
Fe 0.050 0.738 -3.641 1.67
```

---

Entry 4:
# C3H2GaO3

A molecular structure, C3H2GaO3 in a non-equilibrium geometry (the ωB97M-V functional and the def2-TZVPD basis, the Open Molecules 2025 dataset).

Output
Maximum force in eV/A: 5.76
Gap between HOMO and LUMO (spin up / spin down) in eV: 7.41 / 8.33
Relative energy (zero: lowest compared OMol25 entry of this formula, charge and spin) in kJ/mol: 0.0
Charge: +1
Calculated total energy in eV: -61651.1904
E_HOMO (spin up / spin down) in eV: -15.00 / -14.87

Structure (XYZ):
```
9
Properties=species:S:1:pos:R:3:lowdin_charge:R:1
O 0.928 -1.087 0.156 -0.01
C -0.197 0.973 -0.205 -0.01
C -0.423 1.510 1.107 0.12
O -0.119 0.753 2.143 -0.12
Ga 0.648 -0.868 1.876 0.97
H -0.570 1.576 -1.037 0.13
C 0.246 -0.300 -0.592 -0.43
O -0.224 -0.798 -1.747 0.19
H -0.289 -1.760 -1.701 0.16
```